DFT (ωB97M-V/def2-TZVPD) results for 2 unconnected molecules or ions with the total composition C2H5N7O.

Each line ends with the Löwdin charge.
Cartesian coordinates (Å):
C -1.1239 1.1965 -0.4811  -0.57
C 0.8958 0.1699 -0.4032  -0.42
N -0.0875 1.9019 -1.1131  -0.01
N 1.1160 1.3201 -0.9731  0.04
N -2.3226 1.3432 -0.3168  0.12
N -0.4477 0.0985 0.0149  -0.10
N 1.7243 -0.8913 -0.2122  0.12
N -0.9377 -1.0221 0.6415  0.03
N -3.6914 3.4895 -2.3468  0.16
O -3.7281 2.7581 -1.4899  -0.01
H 1.4663 -1.7936 0.2045  0.09
H 2.6761 -0.5726 0.0835  0.12
H -1.7293 -1.4725 0.0846  0.11
H -1.2923 -0.8852 1.7038  0.15
H -0.1147 2.9250 -1.4059  0.17

Orbital gap (spin up / spin down): 5.432 / 5.462 eV
E_LUMO (spin up / spin down): -0.0584 / -0.0582 Ha
HOMO energy (spin up / spin down): -7.02 / -7.04 eV

---

DFT (ωB97M-V/def2-TZVPD) results for 2 unconnected molecules or ions with the total composition C2H5NO.

Each line ends with the Löwdin charge.
Cartesian coordinates (Å):
C -0.5490 -0.0259 -0.7903  -0.21
C 0.8339 0.8616 0.9942  0.09
N -1.0762 -1.3441 -0.6267  -0.02
O -0.0376 -1.0322 -1.5887  -0.10
H -1.3480 0.5918 -1.3504  0.12
H 0.3858 0.9982 1.9921  0.01
H 0.8991 1.7249 0.2351  0.03
H 1.5989 0.1108 0.9828  -0.01
H -0.7069 -1.8850 0.1521  0.09

Orbital gap (spin up / spin down): 8.968 / 8.984 eV
E_LUMO (spin up / spin down): -0.0048 / -0.0042 Ha
HOMO energy (spin up / spin down): -9.10 / -9.10 eV

---

DFT (ωB97M-V/def2-TZVPD) results for a molecular structure, C2H5NO.

Each line ends with the Löwdin charge.
Cartesian coordinates (Å):
C -0.6357 -0.6724 -1.0279  0.04
C 0.7950 0.4291 0.5824  -0.06
N -0.4352 -0.0459 0.0191  -0.16
O -1.7347 0.5355 1.1724  -0.28
H -1.6441 -0.6307 -1.5121  0.12
H 0.2590 -1.1361 -1.4326  0.10
H 1.4125 0.7498 -0.1480  0.05
H 1.3336 -0.4145 1.0263  0.11
H 0.6496 1.1852 1.3204  0.08

Orbital gap (spin up / spin down): 9.300 / 9.300 eV
E_LUMO (spin up / spin down): 0.0076 / 0.0076 Ha
HOMO energy (spin up / spin down): -9.09 / -9.09 eV

---

DFT (ωB97M-V/def2-TZVPD) results for C2H5NO in the gas phase.

Each line ends with the Löwdin charge.
Cartesian coordinates (Å):
C -0.2657 0.7305 0.8100  -0.08
N 0.5453 -0.1152 -0.0375  -0.06
C -0.0068 -0.9105 -0.9834  -0.39
O -1.1889 -0.9516 -1.2672  0.01
H -1.2648 0.2969 0.9365  0.09
H 0.1997 0.7766 1.8046  0.09
H -0.2924 1.6625 0.2444  0.09
H 1.5299 0.1016 -0.0861  0.13
H 0.7437 -1.5908 -1.4213  0.13

SMILES: CNC=O
Orbital gap: 10.710 eV
E_LUMO: 0.0326 Ha
HOMO energy: -9.82 eV

---

DFT (ωB97M-V/def2-TZVPD) results for 2 unconnected molecules or ions with the total composition C2H5NO.

Each line ends with the Löwdin charge.
Cartesian coordinates (Å):
C -0.9670 0.2401 0.2415  -0.18
N 0.1780 0.2798 -0.6504  -0.12
C 2.1108 -0.9817 0.0195  -0.03
O 1.6385 -1.4940 0.9236  0.00
H -0.6318 -0.0053 1.2573  0.07
H -1.5449 1.1755 0.2952  0.07
H -1.6384 -0.5682 -0.0717  0.08
H -0.0400 0.4102 -1.6267  0.07
H 0.8947 0.9437 -0.3884  0.05

Orbital gap: 10.350 eV
E_LUMO: 0.0421 Ha
HOMO energy: -9.20 eV

---

DFT (ωB97M-V/def2-TZVPD) results for C2H5NO in the gas phase.

Each line ends with the Löwdin charge.
Cartesian coordinates (Å):
C 0.1100 0.8951 0.6055  -0.02
C 0.1915 -0.5755 0.2325  -0.60
N -0.2993 -0.8337 -1.0116  0.15
O 0.6491 -1.4226 0.9745  0.04
H -0.4797 0.9897 1.5193  0.08
H -0.3404 1.5247 -0.1689  0.07
H 1.1200 1.2581 0.8065  0.09
H -0.3033 -1.7654 -1.3957  0.11
H -0.6479 -0.0707 -1.5621  0.09

SMILES: CC(N)=O
Orbital gap: 10.738 eV
E_LUMO: 0.0327 Ha
HOMO energy: -9.85 eV

---

DFT (ωB97M-V/def2-TZVPD) results for C2H5NO in the gas phase.

Each line ends with the Löwdin charge.
Cartesian coordinates (Å):
C -1.0471 0.0928 0.3454  -0.09
N 0.1489 0.3660 -0.4213  -0.04
C 1.3062 -0.2954 -0.1633  -0.39
O 1.4938 -1.0413 0.7750  0.01
H -0.7629 -0.1169 1.3767  0.08
H -1.7068 0.9598 0.3224  0.08
H -1.5902 -0.7759 -0.0401  0.09
H 0.0699 0.8742 -1.2899  0.13
H 2.0881 -0.0633 -0.9048  0.13

SMILES: CNC=O
Orbital gap: 10.741 eV
E_LUMO: 0.0329 Ha
HOMO energy: -9.85 eV

---

DFT (ωB97M-V/def2-TZVPD) results for C2H5NO in the gas phase.

Each line ends with the Löwdin charge.
Cartesian coordinates (Å):
C -1.2644 0.2703 0.0581  -0.01
C 0.4166 0.0174 -0.5829  -0.40
O 0.2124 1.2259 -0.1432  -0.07
N 1.4744 -0.5966 -0.0084  0.08
H -1.5666 0.9879 0.8289  0.07
H -1.3297 -0.7361 0.4832  0.07
H -1.8372 0.3654 -0.8567  0.07
H 2.0903 -0.0606 0.5986  0.10
H 1.8042 -1.4737 -0.3775  0.08

Orbital gap: 8.801 eV
E_LUMO: 0.0312 Ha
HOMO energy: -7.95 eV

---

DFT (ωB97M-V/def2-TZVPD) results for C2H5NO in the gas phase.

Each line ends with the Löwdin charge.
Cartesian coordinates (Å):
C 0.3855 0.4184 0.0380  -0.21
C -0.2803 -0.9509 0.1547  0.00
O -0.8683 -0.5971 -1.3966  -0.18
N -0.0105 0.5776 -1.3623  -0.09
H -0.0238 1.1586 0.7313  0.11
H 1.4747 0.3867 0.1180  0.10
H 0.3512 -1.8198 0.0521  0.09
H -1.1396 -1.0657 0.7988  0.09
H -0.6160 1.3809 -1.5303  0.10

SMILES: C1CON1
Orbital gap: 9.503 eV
E_LUMO: 0.0395 Ha
HOMO energy: -8.43 eV

---

DFT (ωB97M-V/def2-TZVPD) results for 2 unconnected molecules or ions with the total composition C2H5NO.

Each line ends with the Löwdin charge.
Cartesian coordinates (Å):
C 1.3114 -0.0907 0.1730  -0.16
N 1.1767 -0.5601 -0.9865  0.03
H 0.8751 0.8244 0.5604  0.05
H 2.2363 -0.3750 0.6982  0.06
H 1.7673 -1.3547 -1.2294  0.05
C -1.8343 0.3770 0.1866  -0.18
O -2.7211 -0.1570 -0.4079  0.01
H -1.7462 0.3278 1.2895  0.08
H -1.0650 1.0083 -0.2840  0.06

SMILES: C=N.C=O
Orbital gap: 10.859 eV
E_LUMO: 0.0303 Ha
HOMO energy: -10.03 eV

---

DFT (ωB97M-V/def2-TZVPD) results for a molecular structure, C2H5NO.

Each line ends with the Löwdin charge.
Cartesian coordinates (Å):
C -1.2809 -0.1460 -0.0458  -0.06
C 0.5075 0.6715 0.0605  -0.51
O 0.7079 1.8020 0.2515  0.17
N 0.2504 -0.5091 -0.1349  0.03
H -1.6186 0.3304 0.8913  0.09
H -1.6138 -1.1575 -0.0992  0.07
H -1.6548 0.4581 -0.8856  0.09
H 2.5396 -0.4418 -0.1689  0.06
H 2.1627 -1.0076 0.1311  0.06

Orbital gap: 11.532 eV
E_LUMO: 0.0331 Ha
HOMO energy: -10.63 eV

---

DFT (ωB97M-V/def2-TZVPD) results for a gas-phase ion, C2H5NO (charge +1).

Each line ends with the Löwdin charge.
Cartesian coordinates (Å):
C 0.2664 0.8808 -0.3536  -0.18
N -0.6794 0.1604 0.3942  0.18
C -0.6979 -1.2538 0.4787  0.02
O 1.2733 0.3487 -0.7314  0.21
H -0.0100 1.8996 -0.5628  0.16
H -1.4977 0.6522 0.7523  0.19
H 0.1899 -1.6935 0.0017  0.12
H -0.7262 -1.5418 1.5438  0.15
H -1.5854 -1.6716 -0.0227  0.15

<S²>: 0.773
Spin multiplicity: 2
Orbital gap (spin up / spin down): 13.060 / 7.508 eV
Net charge: +1
E_LUMO (spin up / spin down): -0.1654 / -0.3580 Ha
HOMO energy (spin up / spin down): -17.56 / -17.25 eV

---

In the order shown, the computed total energy values come out to -537.48204; -208.96070; -208.99796; -209.19753; -209.17059; -209.22149; -209.20463; -209.05534; -209.06996; -209.12108; -209.11397; -208.84236 Ha.
In the order shown, the computed energy above the lowest of the compared OMol25 structures with the same formula, charge and spin values come out to 70.2; 164.2; 140.8; 15.6; 32.5; 0.5; 11.1; 104.8; 95.6; 63.5; 68.0; 13.6 kcal/mol.